DFT (ωB97M-V/def2-TZVPD) results for a structure of composition C34H60Br3ClF4LiMgN2NaO9P in a non-equilibrium geometry.

- ΔE to the lowest compared entry with this formula, charge and spin (eV) = 1.006
- HOMO (eV) = -2.13
- lowest unoccupied orbital energy (eV) = -0.8
- net charge = -1

Geometry as XYZ:
```
117
Properties=species:S:1:pos:R:3:forces:R:3:mulliken_charge:R:1
C -1.1408 3.0860 -0.6321 0.8 -0.2 0.3 -0.306
C -1.8420 2.1399 -0.3504 -0.8 0.2 -0.3 -1.090
P -2.9010 0.6559 0.2334 2.4 -1.9 2.0 0.794
C -2.4248 -0.3781 -1.2988 0.0 -0.4 -0.3 -0.813
C -2.9345 -1.8468 -1.2404 0.9 0.2 -1.4 0.841
C -2.3259 -2.6306 -2.4635 -1.4 -0.6 0.6 -1.015
C -3.2395 -2.6152 -3.7255 0.6 1.3 0.0 -0.596
C -3.1521 -1.2888 -4.5557 -0.1 -0.4 0.3 0.603
C -1.7119 -0.8279 -4.8501 -0.4 0.4 -0.6 -0.080
C -1.6984 0.2248 -6.0151 0.4 -0.6 0.1 -1.223
C -0.5892 -0.1342 -7.0650 -0.6 1.2 0.7 -0.950
C 0.7182 0.6284 -6.6611 0.0 -1.5 -0.8 -0.790
C 1.9666 -0.2906 -6.8317 0.5 0.6 0.7 -0.599
C 3.0446 -0.0499 -5.7167 0.0 -0.4 -0.6 -0.455
C 4.4479 0.3199 -6.2692 -0.6 0.5 0.4 -0.580
O 4.6971 1.7041 -5.9808 0.9 -0.6 0.0 -0.398
C 5.5464 1.8397 -4.8517 -0.3 0.4 0.6 -0.474
C -3.2777 1.4687 1.8907 -0.3 1.6 0.8 0.964
C -3.4260 0.6847 3.0517 0.2 -1.1 -0.5 -1.022
C -3.7008 1.1844 4.3071 0.0 0.8 -0.7 0.014
N -3.8873 2.5410 4.5066 -0.1 -2.2 0.2 -0.498
C -3.7322 3.2687 3.4205 -0.3 1.9 -0.5 -0.459
C -3.4185 2.8448 2.1202 0.3 -1.5 0.4 -0.543
N -4.4590 1.3232 -0.5217 -1.2 0.1 -2.5 0.438
C -5.4700 0.3466 -0.7475 0.1 0.4 1.0 0.141
C -6.0094 -0.1651 -2.1174 -0.1 0.4 -0.1 0.040
O -6.0209 -0.1246 0.2133 0.0 -0.5 -0.2 -0.525
C -4.3291 2.3821 -1.4524 -0.8 1.4 0.0 0.072
C -4.7460 3.7869 -0.9898 0.4 -0.8 0.9 -1.449
O -3.9902 2.3101 -2.6340 0.0 -0.5 1.3 -0.650
H -0.3036 3.7595 -0.6988 -0.5 0.0 -0.2 0.473
H -3.5457 -0.5360 0.7559 -0.6 0.4 -0.2 0.320
H -1.6756 0.1566 0.8461 0.0 0.1 0.0 0.201
H -1.3207 -0.4535 -1.3051 -0.4 0.3 0.0 0.749
H -2.7067 0.0593 -2.2718 0.0 0.1 0.3 -0.086
H -2.5939 -2.3809 -0.3447 -0.3 0.5 0.0 -0.448
H -4.0261 -1.9477 -1.3465 0.2 0.1 0.5 -0.036
H -2.3079 -3.6905 -2.1501 0.4 0.3 -0.2 0.412
H -1.3122 -2.2671 -2.6675 -0.2 -0.3 -0.1 0.346
H -2.9563 -3.4310 -4.4072 -0.4 0.1 0.3 0.241
H -4.3032 -2.7464 -3.3911 0.8 -0.6 -0.1 0.275
H -3.7495 -0.4790 -4.0443 0.8 -1.2 -0.1 -1.037
H -3.6552 -1.4384 -5.5313 0.1 0.0 0.3 0.591
H -1.1593 -1.7199 -5.1857 -0.1 0.2 0.2 0.484
H -1.1902 -0.4327 -3.9689 -0.3 -0.2 -0.1 0.070
H -2.6927 0.3025 -6.4918 0.3 -0.2 0.1 0.563
H -1.4550 1.2229 -5.6146 -0.2 -0.2 -0.1 0.445
H -0.4181 -1.2205 -7.0781 -0.1 0.3 -0.1 0.446
H -0.9675 0.1758 -8.0510 0.4 -0.2 0.2 0.391
H 0.6446 0.9427 -5.6113 0.0 0.0 -0.3 0.436
H 0.8205 1.4951 -7.3279 0.0 0.0 0.5 0.297
H 1.6923 -1.3556 -6.7855 -0.1 0.4 -0.3 0.387
H 2.4259 -0.0671 -7.8083 -0.2 -0.4 0.2 0.331
H 2.7014 0.7662 -5.0653 0.3 -0.1 -0.2 0.137
H 3.1299 -0.9384 -5.0695 -0.1 0.3 -0.2 0.392
H 4.5206 0.2313 -7.3649 -0.2 -0.2 0.3 0.397
H 5.2196 -0.3192 -5.8067 -0.2 0.3 -0.2 0.284
H 4.9932 1.6150 -3.9123 0.4 0.1 -0.5 0.053
H 5.8993 2.8800 -4.8169 -0.1 -0.3 0.0 0.284
H 6.4269 1.1745 -4.8963 -0.3 0.2 -0.1 0.311
H -3.2949 -0.3987 2.9519 -0.1 0.2 0.0 0.089
H -3.7737 0.4989 5.1736 0.5 0.4 -0.1 0.516
H -3.8652 4.3476 3.5527 -0.1 -0.4 0.1 0.218
H -3.2884 3.5624 1.3156 -0.1 0.0 0.3 0.304
H -5.5708 0.3044 -3.0152 -0.3 -0.2 0.4 -0.372
H -7.0868 0.0621 -2.1310 0.4 -0.1 -0.1 0.285
H -5.9316 -1.2807 -2.1881 0.0 0.8 0.8 -0.006
H -5.3401 4.2878 -1.7652 0.3 -0.2 0.2 0.434
H -5.2740 3.7256 -0.0262 0.0 0.1 -0.3 0.391
H -3.8008 4.3260 -0.8126 -0.4 0.0 -0.2 0.244
Li -5.6276 -1.5658 -3.9464 -0.2 0.0 -0.6 0.399
C -1.7503 -5.0902 1.5187 0.0 0.1 0.1 -0.369
Br -3.4140 -5.6050 0.6838 0.1 0.0 0.0 -0.044
Br -0.2831 -5.1315 0.2641 -0.1 0.0 0.0 -0.031
Br -1.8906 -3.3834 2.3921 0.0 -0.1 -0.1 0.062
H -1.5368 -5.8259 2.2821 0.0 0.0 -0.1 0.352
O -2.4910 0.6459 7.3918 -0.4 -0.4 -0.2 -0.909
H -3.0550 1.3603 7.0881 0.1 0.5 0.0 0.144
Na -4.2414 1.3282 -4.3093 0.0 0.4 -1.7 0.506
F -6.2623 3.3472 2.9507 0.0 -0.5 0.7 -0.837
C 0.5336 -0.2134 8.3859 0.1 -0.3 0.5 -1.111
C 1.2770 1.0994 8.3778 -0.3 -0.2 -0.8 -0.171
O 1.4620 1.6012 9.7238 0.3 0.3 0.4 -0.310
C 2.4907 1.1171 10.3932 -0.4 -0.1 -1.0 0.369
O 3.2768 0.3077 9.9903 0.3 0.0 0.5 -0.526
C 2.5733 1.7817 11.7742 -0.1 0.2 0.8 0.889
F 1.3753 1.8715 12.3657 0.0 -0.1 -0.2 -0.246
F 3.0628 3.0309 11.6812 0.0 -0.1 -0.2 -0.260
F 3.3723 1.1057 12.6054 0.0 -0.1 -0.3 -0.253
H -0.4112 -0.1126 8.9195 -0.1 0.1 -0.3 0.275
H 0.3264 -0.5401 7.3687 -0.1 0.1 0.0 0.349
H 1.1128 -0.9910 8.8915 0.1 0.0 -0.1 0.369
H 0.6901 1.8482 7.8495 -0.1 0.1 0.3 0.302
H 2.2370 1.0179 7.8667 0.1 0.0 0.3 0.287
Mg -5.7685 1.5776 5.4854 0.5 1.2 -1.1 0.702
C 3.6685 1.0788 -1.5249 1.5 3.0 -4.5 -0.309
O 4.2655 0.2697 -2.2675 -0.6 -0.4 1.2 -0.426
H 3.2860 0.6016 -0.4045 -0.4 -0.8 3.7 0.190
H 4.2216 1.9777 -1.1921 0.4 -0.6 0.8 0.303
H 2.7080 1.5108 -1.8885 -0.8 -1.1 0.6 0.338
C 6.5137 -0.4374 0.6657 -0.1 0.2 0.0 -0.709
O 5.5078 -0.8259 1.5822 2.2 -1.7 0.7 -0.361
C 5.0597 -2.1586 1.3631 0.0 0.2 0.4 -0.319
C 5.6877 -3.1260 2.3457 0.1 -0.2 -0.3 -0.655
O 7.0916 -3.2425 2.1498 0.0 0.2 0.1 -0.382
C 7.8400 -2.4761 3.0770 0.0 -0.1 0.0 -0.682
H 6.9912 0.4627 1.0530 -0.1 0.0 0.0 0.248
H 7.2736 -1.2116 0.5451 0.0 0.0 0.0 0.371
H 6.0633 -0.2082 -0.3080 0.1 0.0 -0.1 0.229
H 5.2579 -2.4652 0.3316 0.0 0.0 0.0 0.331
H 3.9766 -2.1572 1.5127 0.0 0.0 0.0 0.401
H 5.2589 -4.1192 2.1792 0.0 0.0 0.0 0.376
H 5.4633 -2.8321 3.3755 0.0 0.1 0.0 0.331
H 7.8613 -2.9782 4.0501 0.0 0.1 0.1 0.325
H 7.4320 -1.4698 3.1960 0.0 0.0 0.0 0.283
H 8.8598 -2.3960 2.7012 0.0 -0.1 0.0 0.239
Cl 3.6379 0.4676 1.0983 -2.3 1.3 -2.6 -0.262
```
Positions in Å, forces in eV/Å.